Here is CH2OS in the gas phase from OMol25. Energies are from ωB97M-V/def2-TZVPD.

Results
F_max   0.0468 Eh/bohr
Highest occupied orbital energy   -0.3405 Eh
Calculated total energy   -512.7096 a.u.
SMILES   OC=S
Energy above the lowest of the compared OMol25 structures with the same formula, charge and spin   3.0 kcal/mol

Geometry (Å):
C1 0.3356 -0.3982 -0.4232
H1 -1.4062 -0.2110 -0.9170
H2 1.1943 -0.9640 -0.7821
O1 -0.6237 -0.6019 -1.2564
S1 0.1993 0.5237 0.8931

Just the Löwdin charges please, in e? Sure, here they are:
1. C -0.8109
2. H 0.0715
3. H 0.0787
4. O -0.0055
5. S 0.6663